(1)
Computed, not measured: a cluster of 10 separate species, C37H108F3N9O12S in total, with wB97M-V/def2-TZVPD.

As for the total charge: +8. The HOMO-LUMO gap comes out at 7.5 eV.

Bonds (Å) are listed after each position.
Geometry (Å):
1 C 2.1457 -5.2795 -5.2725  C2 1.537, H10 1.087, H11 1.089, H12 1.097
2 C 1.1474 -4.5766 -4.3387  C1 1.537, C3 1.508, N6 1.530, H13 1.091
3 C 0.7379 -3.1827 -4.7446  C2 1.508, O4 1.430, H14 1.097, H15 1.092
4 O -0.2243 -2.5672 -3.8849  C3 1.430, C5 1.441
5 C -1.1484 -1.7545 -4.6338  O4 1.441, H16 1.087, H17 1.090, H18 1.093
6 N -0.0609 -5.5147 -4.3445  C2 1.530, H7 1.027, H8 1.024, H9 1.025
7 H -0.6615 -5.4826 -5.1776  N6 1.027
8 H 0.1653 -6.5033 -4.2041  N6 1.024
9 H -0.6983 -5.2635 -3.5818  N6 1.025
10 H 1.8480 -5.4234 -6.3084  C1 1.087
11 H 2.5732 -6.1498 -4.7766  C1 1.089
12 H 3.0014 -4.5930 -5.2666  C1 1.097
13 H 1.6274 -4.7537 -3.3756  C2 1.091
14 H 0.2985 -3.2522 -5.7473  C3 1.097
15 H 1.5839 -2.4979 -4.8374  C3 1.092
16 H -1.7519 -1.1003 -4.0093  C5 1.087
17 H -1.7613 -2.4302 -5.2296  C5 1.090
18 H -0.5920 -1.0811 -5.2906  C5 1.093
19 C -5.0915 -3.8673 1.1549  C20 1.551, H28 1.097, H29 1.096, H30 1.087
20 C -6.1127 -3.8302 2.3213  C19 1.551, C21 1.527, N24 1.508, H31 1.086
21 C -7.2417 -2.9153 1.8537  C20 1.527, O22 1.391, H32 1.093, H33 1.100
22 O -7.8565 -3.4793 0.7402  C21 1.391, C23 1.418
23 C -9.1826 -3.0544 0.4744  O22 1.418, H34 1.094, H35 1.087, H36 1.095
24 N -6.6176 -5.2434 2.4671  C20 1.508, H25 1.023, H26 1.029, H27 1.027
25 H -5.9581 -5.8979 2.8960  N24 1.023
26 H -7.4803 -5.3148 3.0232  N24 1.029
27 H -6.8426 -5.6795 1.5651  N24 1.027
28 H -5.5463 -4.3189 0.2650  C19 1.097
29 H -4.2566 -4.5671 1.2771  C19 1.096
30 H -4.7997 -2.8900 0.7796  C19 1.087
31 H -5.5989 -3.5900 3.2478  C20 1.086
32 H -6.8837 -1.9051 1.6411  C21 1.093
33 H -7.9153 -2.8519 2.7213  C21 1.100
34 H -9.8469 -3.3275 1.2994  C23 1.094
35 H -9.4635 -3.5880 -0.4304  C23 1.087
36 H -9.2572 -1.9702 0.3385  C23 1.095
37 C 8.8714 4.5470 4.7416  C38 1.516, H46 1.099, H47 1.088, H48 1.091
38 C 8.2957 3.8531 3.5229  C37 1.516, C39 1.543, N42 1.522, H49 1.089
39 C 6.7974 3.5170 3.6739  C38 1.543, O40 1.448, H50 1.094, H51 1.093
40 O 6.2290 2.9686 2.4599  C39 1.448, C41 1.404
41 C 4.8402 3.1315 2.3330  O40 1.404, H52 1.093, H53 1.096, H54 1.095
42 N 8.3570 4.7078 2.2648  C38 1.522, H43 1.024, H44 1.023, H45 1.022
43 H 9.2794 5.1518 2.2703  N42 1.024
44 H 8.1924 4.1088 1.4521  N42 1.023
45 H 7.5601 5.3411 2.1676  N42 1.022
46 H 9.9132 4.8129 4.5127  C37 1.099
47 H 9.0504 3.9835 5.6555  C37 1.088
48 H 8.4102 5.5168 4.9336  C37 1.091
49 H 8.9154 2.9912 3.2792  C38 1.089
50 H 6.1623 4.3487 3.9935  C39 1.094
51 H 6.6322 2.7373 4.4219  C39 1.093
52 H 4.5159 2.6302 1.4171  C41 1.093
53 H 4.5908 4.1853 2.1664  C41 1.096
54 H 4.2422 2.7147 3.1507  C41 1.095
55 C -1.9417 3.8362 -5.5327  C56 1.542, H64 1.089, H65 1.086, H66 1.097
56 C -0.4624 4.2688 -5.4757  C55 1.542, C57 1.537, N60 1.542, H67 1.089
57 C 0.3889 3.3043 -4.6343  C56 1.537, O58 1.406, H68 1.096, H69 1.090
58 O 1.6851 3.8476 -4.6802  C57 1.406, C59 1.400
59 C 2.6859 3.1824 -3.9630  O58 1.400, H70 1.102, H71 1.092, H72 1.090
60 N 0.0634 4.2914 -6.9250  C56 1.542, H61 1.027, H62 1.021, H63 1.028
61 H 1.0841 4.4079 -6.9155  N60 1.027
62 H -0.2061 3.5021 -7.5147  N60 1.021
63 H -0.2268 5.1337 -7.4376  N60 1.028
64 H -2.5077 4.3948 -6.2773  C55 1.089
65 H -2.4684 3.8536 -4.5829  C55 1.086
66 H -1.9135 2.8053 -5.9073  C55 1.097
67 H -0.5058 5.3399 -5.2829  C56 1.089
68 H 0.4245 2.3602 -5.1902  C57 1.096
69 H -0.1020 3.3061 -3.6609  C57 1.090
70 H 2.9097 2.1961 -4.3996  C59 1.102
71 H 2.4946 3.0814 -2.8930  C59 1.092
72 H 3.6673 3.6350 -4.1083  C59 1.090
73 C 4.5817 -1.2648 2.7523  C74 1.529, H82 1.090, H83 1.093, H84 1.088
74 C 5.9525 -0.8329 2.2302  C73 1.529, C75 1.518, N78 1.530, H85 1.092
75 C 6.9676 -0.4806 3.3024  C74 1.518, O76 1.406, H86 1.099, H87 1.095
76 O 8.1667 -0.0271 2.7260  C75 1.406, C77 1.421
77 C 9.2710 0.0632 3.6151  O76 1.421, H88 1.098, H89 1.094, H90 1.088
78 N 6.5766 -1.9494 1.3901  C74 1.530, H79 1.023, H80 1.018, H81 1.028
79 H 6.5906 -2.8019 1.9550  N78 1.023
80 H 6.0004 -2.1286 0.5707  N78 1.018
81 H 7.5414 -1.7088 1.1309  N78 1.028
82 H 4.3904 -0.7793 3.7087  C73 1.090
83 H 4.5738 -2.3365 2.9693  C73 1.093
84 H 3.7799 -1.0322 2.0540  C73 1.088
85 H 5.8884 -0.0308 1.4917  C74 1.092
86 H 7.2900 -1.3469 3.8973  C75 1.099
87 H 6.4583 0.2040 3.9893  C75 1.095
88 H 9.3292 -0.8461 4.2282  C77 1.098
89 H 9.3948 0.8460 4.3694  C77 1.094
90 H 10.1339 0.0395 2.9525  C77 1.088
91 C 0.9302 6.5873 4.3042  C92 1.518, H100 1.093, H101 1.089, H102 1.092
92 C 0.5230 6.1155 2.9196  C91 1.518, C93 1.549, N96 1.560, H103 1.090
93 C 1.6559 6.0546 1.8654  C92 1.549, O94 1.432, H104 1.094, H105 1.086
94 O 1.1052 5.4617 0.6835  C93 1.432, C95 1.405
95 C 1.5879 4.1595 0.4729  O94 1.405, H106 1.103, H107 1.090, H108 1.096
96 N -0.2608 4.7673 2.9369  C92 1.560, H97 1.019, H98 1.026, H99 1.017
97 H 0.3654 3.9842 3.1160  N96 1.019
98 H -0.7687 4.7183 3.8268  N96 1.026
99 H -0.9154 4.7519 2.1590  N96 1.017
100 H 0.5300 7.6025 4.3731  C91 1.093
101 H 1.9771 6.7124 4.5777  C91 1.089
102 H 0.4348 6.0681 5.1270  C91 1.092
103 H -0.2446 6.7327 2.4537  C92 1.090
104 H 2.4405 5.4681 2.3523  C93 1.094
105 H 1.9760 7.0664 1.6332  C93 1.086
106 H 2.6327 4.1981 0.1228  C95 1.103
107 H 1.0982 3.6753 -0.3713  C95 1.090
108 H 1.6288 3.5410 1.3768  C95 1.096
109 C -0.1120 -7.5423 0.3874  C110 1.495, H118 1.092, H119 1.093, H120 1.089
110 C 0.2083 -6.3682 1.2564  C109 1.495, C111 1.512, N114 1.543, H121 1.094
111 C -0.9623 -5.9229 2.1027  C110 1.512, O112 1.415, H122 1.097, H123 1.094
112 O -0.6681 -4.7374 2.8164  C111 1.415, C113 1.437
113 C -1.1344 -4.7686 4.1750  O112 1.437, H124 1.090, H125 1.089, H126 1.092
114 N 1.4024 -6.6108 2.2036  C110 1.543, H115 1.021, H116 1.027, H117 1.026
115 H 1.8866 -5.7661 2.5100  N114 1.021
116 H 1.0844 -7.1296 3.0304  N114 1.027
117 H 2.1745 -7.1504 1.7957  N114 1.026
118 H 0.7407 -7.9971 -0.1207  C109 1.092
119 H -0.6859 -7.1157 -0.4390  C109 1.093
120 H -0.6765 -8.3325 0.8803  C109 1.089
121 H 0.5887 -5.5011 0.7083  C110 1.094
122 H -1.1820 -6.7777 2.7542  C111 1.097
123 H -1.8246 -5.7290 1.4582  C111 1.094
124 H -0.9807 -3.7787 4.6043  C113 1.090
125 H -0.6037 -5.4991 4.7845  C113 1.089
126 H -2.2182 -4.8950 4.2205  C113 1.092
127 C -6.3955 0.1289 -0.6183  C128 1.506, H136 1.090, H137 1.096, H138 1.093
128 C -7.0566 1.3082 -1.2822  C127 1.506, C129 1.523, N132 1.487, H139 1.094
129 C -6.7422 1.5328 -2.7559  C128 1.523, O130 1.421, H140 1.097, H141 1.090
130 O -7.6404 2.5461 -3.1864  C129 1.421, C131 1.438
131 C -7.1130 3.4473 -4.1749  O130 1.438, H142 1.087, H143 1.088, H144 1.094
132 N -8.5229 1.4516 -1.0821  C128 1.487, H133 1.032, H134 1.026, H135 1.024
133 H -8.7847 2.3713 -1.4709  N132 1.032
134 H -9.1172 0.7893 -1.5937  N132 1.026
135 H -8.8552 1.4258 -0.1143  N132 1.024
136 H -5.3579 -0.0799 -0.8778  C127 1.090
137 H -6.8750 -0.8430 -0.7785  C127 1.096
138 H -6.3990 0.3379 0.4546  C127 1.093
139 H -6.6009 2.2028 -0.8485  C128 1.094
140 H -6.9891 0.6541 -3.3652  C129 1.097
141 H -5.7125 1.8215 -2.9659  C129 1.090
142 H -7.8593 4.1771 -4.4783  C131 1.087
143 H -6.7580 2.8589 -5.0187  C131 1.088
144 H -6.3473 4.0626 -3.6936  C131 1.094
145 C -2.0419 -2.2873 -0.4479  C146 1.555, H154 1.092, H155 1.090, H156 1.087
146 C -0.7797 -1.9431 0.3929  C145 1.555, C147 1.510, N150 1.523, H157 1.090
147 C 0.2430 -1.1541 -0.3900  C146 1.510, O148 1.418, H158 1.098, H159 1.104
148 O 1.2594 -0.7254 0.5009  C147 1.418, C149 1.420
149 C 2.2038 0.1784 -0.0549  O148 1.420, H160 1.097, H161 1.089, H162 1.096
150 N -1.1778 -1.1028 1.5997  C146 1.523, H151 1.058, H152 1.015, H153 1.028
151 H -1.6805 -0.2194 1.3047  N150 1.058
152 H -1.6335 -1.6705 2.3071  N150 1.015
153 H -0.2303 -0.8364 1.8954  N150 1.028
154 H -2.5291 -2.9717 0.2498  C145 1.092
155 H -1.6687 -2.8469 -1.3060  C145 1.090
156 H -2.7216 -1.4887 -0.7324  C145 1.087
157 H -0.3994 -2.8692 0.8234  C146 1.090
158 H -0.1875 -0.3932 -1.0539  C147 1.098
159 H 0.6681 -1.8300 -1.1529  C147 1.104
160 H 2.7438 -0.2246 -0.9207  C149 1.097
161 H 2.8340 0.4616 0.7867  C149 1.089
162 H 1.7665 1.0966 -0.4630  C149 1.096
163 C -2.5438 3.0430 -1.2832  F164 1.362, F165 1.319, F166 1.359, S167 1.889
164 F -1.2222 2.9945 -1.6096  C163 1.362
165 F -3.0694 4.2134 -1.5878  C163 1.319
166 F -3.1116 2.1240 -2.1080  C163 1.359
167 S -2.9938 2.6256 0.5029  C163 1.889, O168 1.479, O169 1.457, O170 1.452
168 O -2.5983 1.2294 0.7874  S167 1.479
169 O -2.3961 3.6508 1.3489  S167 1.457
170 O -4.4300 2.8258 0.4233  S167 1.452


(2)
Computed, not measured: an isolated molecule of C18H23N3O3, with wB97M-V/def2-TZVPD.

The HOMO-LUMO gap comes out at 9.0 eV.

Bonds (Å) are listed after each position.
Geometry (Å):
1 C -1.3462 -2.8093 -0.2502  C2 1.515, H45 1.087, H46 1.086, H47 1.086
2 C -0.4079 -2.0312 0.6492  C1 1.515, H3 1.095, H4 1.094, O5 1.433
3 H -0.3484 -2.4742 1.6491  C2 1.095
4 H -0.7339 -0.9929 0.7612  C2 1.094
5 O 0.9001 -2.0469 0.0636  C2 1.433, C6 1.327
6 C 1.8644 -1.4587 0.7609  O5 1.327, O7 1.206, C8 1.525
7 O 1.6862 -0.9359 1.8332  C6 1.206
8 C 3.2232 -1.5678 0.0777  C6 1.525, C9 1.530, C37 1.536, H44 1.095
9 C 4.2098 -0.6143 0.7543  C8 1.530, H10 1.089, H11 1.091, C12 1.540
10 H 4.3459 -0.8931 1.7983  C9 1.089
11 H 5.1735 -0.6900 0.2495  C9 1.091
12 C 3.6595 0.8221 0.6833  C9 1.540, N13 1.446, H42 1.098, H43 1.087
13 N 2.7896 0.9615 -0.4637  C12 1.446, C14 1.350, C36 1.448
14 C 1.5726 1.5443 -0.5001  N13 1.350, O15 1.223, C16 1.518
15 O 0.9402 1.6013 -1.5458  C14 1.223
16 C 1.0551 2.1328 0.8001  C14 1.518, H17 1.092, H18 1.093, C19 1.535
17 H 1.7737 2.8704 1.1639  C16 1.092
18 H 0.9735 1.3336 1.5415  C16 1.093
19 C -0.3131 2.8099 0.6356  C16 1.535, C20 1.489, H34 1.092, H35 1.090
20 C -1.4154 1.8357 0.4062  C19 1.489, N21 1.303, N28 1.365
21 N -2.2419 1.4085 1.3187  C20 1.303, C22 1.373
22 C -3.0958 0.5497 0.6727  N21 1.373, C23 1.390, C27 1.418
23 C -4.1683 -0.1919 1.1539  C22 1.390, C24 1.380, H33 1.078
24 C -4.8564 -0.9809 0.2555  C23 1.380, C25 1.396, H32 1.080
25 C -4.5009 -1.0415 -1.0936  C24 1.396, C26 1.381, H31 1.080
26 C -3.4386 -0.3152 -1.5940  C25 1.381, C27 1.385, H30 1.080
27 C -2.7399 0.4769 -0.6980  C22 1.418, C26 1.385, N28 1.368
28 N -1.6694 1.3175 -0.8311  C20 1.365, C27 1.368, H29 1.011
29 H -1.0616 1.4545 -1.6266  N28 1.011
30 H -3.1649 -0.3591 -2.6379  C26 1.080
31 H -5.0726 -1.6713 -1.7594  C25 1.080
32 H -5.6965 -1.5675 0.5985  C24 1.080
33 H -4.4459 -0.1414 2.1945  C23 1.078
34 H -0.2700 3.5027 -0.2079  C19 1.092
35 H -0.5419 3.3628 1.5466  C19 1.090
36 C 3.2789 0.2639 -1.6347  N13 1.448, C37 1.537, H40 1.094, H41 1.090
37 C 3.1478 -1.2532 -1.4241  C8 1.536, C36 1.537, H38 1.089, H39 1.090
38 H 2.1980 -1.6120 -1.8185  C37 1.089
39 H 3.9519 -1.7661 -1.9527  C37 1.090
40 H 4.3246 0.5462 -1.7881  C36 1.094
41 H 2.6946 0.5920 -2.4949  C36 1.090
42 H 4.4871 1.5387 0.5974  C12 1.098
43 H 3.1078 1.0369 1.5947  C12 1.087
44 H 3.5458 -2.6052 0.2142  C8 1.095
45 H -1.0231 -3.8439 -0.3299  C1 1.087
46 H -1.3622 -2.3687 -1.2431  C1 1.086
47 H -2.3502 -2.7743 0.1617  C1 1.086


Max |F| (computed, eV/A): 2.76, 0.77
HOMO level (computed, eV): -22.697, -8.257
Relative energy (zero: lowest compared OMol25 entry of this formula, charge and spin) (computed, kJ/mol): 691.33, 67.79